## P
Entry from the OMol25 dataset: 2 unconnected molecules or ions with the total composition C3H9O2P (ωB97M-V/def2-TZVPD).

For the HOMO energy, the calculation gives -0.3299 Ha.

XYZ file:
```
15
Properties=species:S:1:pos:R:3:mulliken_charge:R:1
C 2.32 -0.96 -0.16 -1.146
C 1.71 0.42 -0.10 -0.234
C 0.25 0.66 -0.16 0.507
O -0.56 -0.29 -0.14 -0.539
O -0.11 1.95 -0.06 -0.426
H 3.34 -0.93 -0.03 0.448
H 2.07 -1.43 -1.15 0.265
H 2.05 -1.48 0.76 0.282
H 2.35 1.04 -0.81 0.294
H 1.99 0.89 0.87 0.237
H -1.02 2.00 -0.28 0.293
P -3.22 -0.08 0.15 -0.171
H -4.68 -0.03 -0.12 0.075
H -3.19 -0.35 1.62 0.065
H -3.32 -1.41 -0.38 0.048
```

## Q
Entry from the OMol25 dataset: 2 unconnected molecules or ions with the total composition C3H9O2P (ωB97M-V/def2-TZVPD).

For the HOMO energy, the calculation gives -0.3574 Ha.

XYZ file:
```
15
Properties=species:S:1:pos:R:3:mulliken_charge:R:1
C 1.64 -1.25 -0.14 -0.554
C 2.57 -0.39 0.09 0.058
C 2.20 1.05 0.49 -0.830
H 0.60 -0.90 -0.18 -0.078
H 1.77 -2.25 -0.36 0.319
H 3.55 -0.61 -0.04 0.390
H 2.12 1.60 -0.49 0.239
H 1.13 1.07 0.87 0.158
H 2.90 1.44 1.24 0.319
O -2.39 1.16 -0.05 -0.500
P -2.67 -0.53 -0.05 0.270
O -4.29 -0.74 0.10 -0.448
H -1.70 1.23 0.63 0.340
H -2.69 -0.63 -1.50 -0.004
H -4.74 -0.27 -0.61 0.323
```

Which one is most stable, and which one is least stable? Q is the most stable of them, while P is the least stable.

## P
Entry from the OMol25 dataset: a gas-phase ion, C4H9NO (charge -1) (ωB97M-V/def2-TZVPD).

As for the multiplicity: 2. For the HOMO energy (spin up / spin down), the calculation gives -0.0346 / -0.0436 Ha. The charge is -1.

XYZ file:
```
15
Properties=species:S:1:pos:R:3:mulliken_charge:R:1
C 1.18 0.48 -1.18 -0.830
N 0.43 -0.58 -0.45 -0.184
C 0.93 -0.80 0.86 -0.653
C -0.99 -0.42 -0.53 -0.376
C -1.71 0.25 0.54 -0.282
O -0.65 1.03 1.39 -0.800
H 2.29 0.24 -1.05 0.271
H 1.03 1.49 -0.74 0.242
H 0.86 0.57 -2.24 0.331
H 0.66 -1.76 1.25 0.122
H 1.97 -0.65 0.90 0.269
H 0.14 0.35 1.24 0.213
H -1.51 -0.73 -1.50 0.332
H -2.20 -0.45 1.31 0.085
H -2.43 0.98 0.20 0.261
```

## Q
Entry from the OMol25 dataset: 2 unconnected molecules or ions with the total composition C4H9NO (ωB97M-V/def2-TZVPD).

As for the multiplicity: 2. For the HOMO energy (spin up / spin down), the calculation gives 0.0153 / -0.1147 Ha. The charge is -1.

XYZ file:
```
15
Properties=species:S:1:pos:R:3:mulliken_charge:R:1
C -1.45 -1.80 -0.63 -0.662
C -1.14 -0.87 -1.52 -0.033
N -0.01 -0.02 -1.49 -0.539
H -0.84 -2.01 0.24 0.199
H -2.32 -2.43 -0.79 0.232
H -1.85 -0.65 -2.32 0.246
H -0.03 0.79 -0.86 0.182
H 0.21 0.30 -2.42 0.276
O -0.61 2.00 1.44 -0.582
C 0.61 1.71 1.24 -0.461
C 1.32 0.39 1.39 -0.919
H 1.39 2.51 1.30 0.205
H 0.79 -0.57 1.43 0.176
H 1.86 0.35 2.39 0.405
H 2.07 0.30 0.60 0.275
```

Which one is most stable, and which one is least stable? Q is the most stable of them, while P is the least stable.

## P
Entry from the OMol25 dataset: 2 unconnected molecules or ions with the total composition C22H20N4O2 (ωB97M-V/def2-TZVPD).

For the HOMO energy, the calculation gives -0.2921 Ha.

XYZ file:
```
48
Properties=species:S:1:pos:R:3:mulliken_charge:R:1
C 4.50 1.66 -4.15 -0.812
O 3.24 2.35 -3.94 -0.447
C 2.61 2.21 -2.75 0.872
C 1.36 2.86 -2.61 -0.733
C 0.65 2.74 -1.43 -0.548
C 1.21 2.09 -0.31 0.310
C 0.48 2.05 0.94 0.141
C 1.10 2.15 2.16 0.590
C 0.39 2.13 3.39 -0.219
N -0.18 2.09 4.42 -0.526
C 2.48 2.49 2.28 -0.034
N 3.61 2.74 2.40 -0.536
C 2.46 1.44 -0.45 -0.205
C 3.16 1.49 -1.65 -0.785
H 4.75 1.91 -5.18 0.244
H 5.28 2.03 -3.46 0.333
H 4.39 0.57 -4.04 0.336
H 0.98 3.43 -3.45 0.430
H -0.34 3.20 -1.33 0.422
H -0.61 1.98 0.92 0.524
H 2.87 0.87 0.38 0.243
H 4.13 0.99 -1.75 0.375
C -6.40 -1.42 -1.32 -0.814
O -5.07 -1.06 -1.80 -0.462
C -4.00 -1.33 -0.99 0.860
C -2.73 -0.80 -1.34 -0.974
C -1.66 -0.99 -0.48 0.056
C -1.77 -1.87 0.60 0.737
N -0.64 -2.13 1.38 0.397
C 0.50 -1.38 1.28 -0.695
N 1.27 -1.80 2.32 0.430
C 2.48 -1.16 2.75 -0.944
C 0.68 -2.90 2.97 -0.608
C -0.51 -3.11 2.39 -0.465
C -3.00 -2.44 0.92 -0.980
C -4.14 -2.10 0.19 -0.508
H -7.07 -1.12 -2.13 0.242
H -6.50 -2.50 -1.14 0.314
H -6.65 -0.88 -0.40 0.350
H -2.63 -0.23 -2.26 0.419
H -0.71 -0.47 -0.62 0.472
H 2.47 -0.13 2.37 0.267
H 2.51 -1.15 3.84 0.348
H 3.37 -1.68 2.37 0.285
H 1.15 -3.40 3.79 0.465
H -1.28 -3.81 2.62 0.352
H -3.09 -3.13 1.77 0.163
H -5.12 -2.46 0.51 0.318
```

## Q
Entry from the OMol25 dataset: a single C22H20N4O2 molecule (ωB97M-V/def2-TZVPD).

For the HOMO energy, the calculation gives -0.3238 Ha.

XYZ file:
```
48
Properties=species:S:1:pos:R:3:mulliken_charge:R:1
O 1.52 -1.89 -1.10 -0.567
C 1.05 -0.93 -0.60 0.141
N -0.42 -0.76 -0.62 -0.157
C -1.33 -1.82 -1.23 0.143
C -1.17 -1.85 -2.77 -0.934
N -2.50 -1.34 -3.26 -0.442
C -3.17 -0.54 -2.22 -0.799
C -2.78 -1.32 -0.95 -0.014
C -3.89 -2.33 -0.50 0.069
C -4.06 -3.51 -1.24 -0.119
C -4.91 -4.52 -0.78 -0.490
C -5.77 -4.25 0.31 -0.505
C -5.71 -3.04 1.02 -0.836
C -4.66 -2.14 0.65 -0.433
C 1.98 0.10 0.01 0.468
C 3.33 -0.22 0.28 -0.749
C 4.19 0.67 0.88 -0.681
C 3.74 1.93 1.25 0.282
C 2.42 2.27 0.91 0.340
C 1.55 1.42 0.33 -0.589
C 1.81 3.50 1.56 -0.504
O 2.68 4.60 1.89 -0.456
C 4.09 4.34 1.99 0.215
C 5.05 5.28 2.41 -0.190
N 6.37 5.15 2.41 -0.576
C 6.77 3.93 1.99 -0.131
N 5.99 2.90 1.66 -0.521
C 4.67 3.06 1.69 0.587
H -0.92 -0.11 0.01 0.228
H -1.07 -2.75 -0.73 0.381
H -0.91 -2.89 -3.07 0.227
H -0.39 -1.20 -3.14 0.485
H -2.42 -0.71 -4.09 0.327
H -2.80 0.50 -2.31 0.323
H -4.30 -0.57 -2.21 0.357
H -2.69 -0.62 -0.15 0.630
H -3.38 -3.70 -2.12 0.280
H -4.87 -5.58 -1.22 0.257
H -6.35 -4.97 0.58 0.560
H -6.20 -2.92 1.93 0.422
H -4.73 -1.24 1.23 0.295
H 3.67 -1.20 -0.06 0.426
H 5.20 0.39 0.98 0.499
H 0.53 1.70 0.10 0.404
H 1.03 3.96 0.93 0.367
H 1.32 3.18 2.55 0.242
H 4.60 6.29 2.63 0.374
H 7.83 3.76 2.17 0.363
```

Which one is most stable, and which one is least stable? Q is the most stable of them, while P is the least stable.

## P
Entry from the OMol25 dataset: a single C5H10NO molecule (ωB97M-V/def2-TZVPD).

As for the multiplicity: 2. For the HOMO energy (spin up / spin down), the calculation gives -0.1562 / -0.3364 Ha.

XYZ file:
```
17
Properties=species:S:1:pos:R:3:mulliken_charge:R:1
O 0.90 1.19 2.46 -0.476
C 1.07 0.86 1.31 -0.279
C 0.00 0.87 0.19 -0.873
C -0.02 -0.41 -0.63 -0.426
C -0.54 -1.51 0.30 -0.160
C -1.13 -2.63 -0.09 -0.815
N 0.33 2.11 -0.65 -0.797
H 2.06 0.45 1.01 0.364
H -1.00 0.93 0.63 0.013
H 0.94 -0.79 -1.13 0.306
H -0.68 -0.32 -1.48 0.393
H -0.43 -1.55 1.40 0.244
H -1.40 -2.81 -1.13 0.252
H -1.41 -3.42 0.58 0.273
H 0.13 3.02 -0.16 0.588
H -0.13 2.06 -1.63 0.612
H 1.32 1.97 -0.98 0.780
```

## Q
Entry from the OMol25 dataset: a single C5H10NO molecule (ωB97M-V/def2-TZVPD).

As for the multiplicity: 2. For the HOMO energy (spin up / spin down), the calculation gives -0.1363 / -0.3802 Ha.

XYZ file:
```
17
Properties=species:S:1:pos:R:3:mulliken_charge:R:1
O -0.48 1.80 1.63 -0.469
C 0.71 1.82 1.45 0.076
C 1.39 1.19 0.27 -0.618
C 0.43 0.70 -0.82 -0.737
C -0.38 -0.50 -0.46 -0.640
C -0.34 -1.61 -1.17 -0.852
N -1.20 -2.77 -0.84 -1.595
H 1.39 2.30 2.19 0.340
H 2.09 1.89 -0.19 0.342
H 1.98 0.34 0.65 0.314
H -0.23 1.53 -1.09 0.321
H 1.04 0.53 -1.71 0.364
H -1.01 -0.41 0.41 0.252
H 0.22 -1.76 -2.07 0.274
H -1.32 -3.38 -1.69 0.929
H -2.16 -2.51 -0.48 0.738
H -0.75 -3.40 -0.14 0.961
```

Which one is most stable, and which one is least stable? Q is the most stable of them, while P is the least stable.